(a)
Formula: C29H29N3O5
Source: the OMol25 dataset
Level of theory: ωB97M-V with the def2-TZVPD basis set

Calculated values
SMILES string = COc1ccc(-c2cc(-c3nnc(COC(=O)C[C@@H]4C[C@@H]5CC[C@H]4C5)o3)c3ccccc3n2)cc1OC
HOMO-LUMO gap = 7.6 eV
LUMO = -0.4 eV
molecular weight = 499.6 g mol⁻¹
HOMO energy = -7.95 eV

Last column: natural (NBO) charge in e.
CARTESIAN COORDINATES (ANGSTROEM)
C  1.778  4.247  -4.267  -0.25
O  1.956  2.948  -4.774  -0.51
C  1.836  1.880  -3.922  0.22
C  1.515  2.019  -2.576  -0.28
C  1.372  0.928  -1.741  -0.21
C  1.556  -0.358  -2.237  -0.11
C  1.417  -1.557  -1.404  0.29
C  0.665  -1.533  -0.209  -0.25
C  0.548  -2.673  0.556  0.02
C  -0.238  -2.597  1.769  0.43
N  -0.445  -3.482  2.698  -0.29
N  -1.241  -2.920  3.624  -0.28
C  -1.485  -1.714  3.227  0.44
C  -2.296  -0.669  3.909  -0.14
O  -2.904  0.193  2.960  -0.51
C  -2.118  1.160  2.432  0.82
O  -0.984  1.339  2.787  -0.61
C  -2.851  1.875  1.327  -0.52
C  -2.869  3.411  1.371  -0.20
C  -1.499  4.093  1.577  -0.42
C  -1.769  5.073  2.725  -0.22
C  -1.908  4.262  4.019  -0.42
C  -3.285  3.589  3.859  -0.41
C  -3.739  4.046  2.471  -0.22
C  -3.216  5.484  2.452  -0.40
O  -0.887  -1.439  2.057  -0.40
C  1.196  -3.865  0.127  -0.12
C  1.161  -5.088  0.820  -0.14
C  1.811  -6.182  0.317  -0.22
C  2.520  -6.105  -0.893  -0.20
C  2.572  -4.932  -1.590  -0.20
C  1.915  -3.781  -1.101  0.16
N  2.005  -2.655  -1.824  -0.43
C  1.900  -0.502  -3.578  -0.22
C  2.044  0.582  -4.433  0.33
O  2.363  0.240  -5.712  -0.51
C  2.730  1.209  -6.668  -0.24
H  0.766  4.393  -3.875  0.18
H  1.934  4.912  -5.115  0.20
H  2.510  4.480  -3.487  0.18
H  1.368  3.003  -2.160  0.22
H  1.145  1.100  -0.701  0.21
H  0.168  -0.628  0.102  0.23
H  -3.094  -1.137  4.486  0.23
H  -1.642  -0.085  4.573  0.23
H  -2.353  1.574  0.400  0.24
H  -3.875  1.498  1.304  0.23
H  -3.288  3.723  0.407  0.21
H  -0.723  3.378  1.839  0.23
H  -1.187  4.623  0.676  0.20
H  -1.041  5.880  2.790  0.22
H  -1.105  3.533  4.118  0.22
H  -1.885  4.915  4.892  0.21
H  -3.238  2.506  3.947  0.20
H  -3.988  3.946  4.614  0.21
H  -4.807  3.916  2.299  0.22
H  -3.348  5.979  1.492  0.21
H  -3.642  6.101  3.241  0.21
H  0.616  -5.138  1.750  0.24
H  1.783  -7.119  0.854  0.21
H  3.024  -6.984  -1.268  0.21
H  3.110  -4.843  -2.521  0.23
H  2.061  -1.489  -3.977  0.24
H  3.026  0.638  -7.548  0.19
H  1.896  1.865  -6.924  0.18
H  3.574  1.813  -6.328  0.18

(b)
Formula: C29H29N3O5
Source: the OMol25 dataset
Level of theory: ωB97M-V with the def2-TZVPD basis set

Calculated values
SMILES string = COc1cc(-c2cc(C(=O)Nc3ccccc3N3CCOCC3)c3ccccc3n2)cc(OC)c1OC
HOMO-LUMO gap = 7.7 eV
LUMO = -0.2 eV
molecular weight = 499.6 g mol⁻¹
HOMO energy = -7.81 eV

Last column: natural (NBO) charge in e.
CARTESIAN COORDINATES (ANGSTROEM)
C  -3.343  2.965  4.663  -0.25
O  -4.034  2.672  3.474  -0.48
C  -3.445  1.833  2.580  0.27
C  -2.190  1.271  2.735  -0.31
C  -1.658  0.466  1.735  0.02
C  -0.304  -0.078  1.921  0.20
C  0.649  -0.034  0.876  -0.25
C  1.923  -0.503  1.090  -0.07
C  2.995  -0.339  0.056  0.66
O  4.125  0.006  0.338  -0.60
N  2.570  -0.593  -1.212  -0.61
C  3.311  -0.591  -2.397  0.11
C  4.699  -0.604  -2.429  -0.22
C  5.362  -0.681  -3.641  -0.20
C  4.650  -0.760  -4.824  -0.22
C  3.266  -0.728  -4.803  -0.25
C  2.584  -0.627  -3.600  0.20
N  1.168  -0.560  -3.495  -0.49
C  0.658  0.798  -3.347  -0.25
C  -0.805  0.718  -2.914  -0.07
O  -1.582  -0.023  -3.828  -0.53
C  -1.053  -1.317  -4.014  -0.07
C  0.395  -1.259  -4.506  -0.25
C  2.235  -1.071  2.357  -0.01
C  3.481  -1.639  2.686  -0.19
C  3.700  -2.153  3.935  -0.21
C  2.689  -2.129  4.909  -0.20
C  1.466  -1.592  4.621  -0.19
C  1.206  -1.057  3.342  0.13
N  -0.016  -0.549  3.110  -0.40
C  -2.414  0.172  0.609  -0.33
C  -3.704  0.673  0.465  0.24
O  -4.532  0.339  -0.575  -0.51
C  -4.120  -0.644  -1.495  -0.26
C  -4.216  1.551  1.432  0.27
O  -5.439  2.152  1.415  -0.50
C  -6.097  2.390  0.191  -0.24
H  -2.391  3.470  4.463  0.18
H  -3.994  3.636  5.221  0.20
H  -3.157  2.063  5.254  0.18
H  -1.591  1.455  3.610  0.24
H  0.378  0.452  -0.051  0.21
H  1.597  -0.834  -1.364  0.42
H  5.249  -0.555  -1.505  0.25
H  6.441  -0.690  -3.657  0.22
H  5.168  -0.833  -5.769  0.21
H  2.716  -0.772  -5.731  0.21
H  1.243  1.331  -2.596  0.22
H  0.725  1.350  -4.299  0.18
H  -1.252  1.712  -2.866  0.20
H  -0.860  0.248  -1.920  0.16
H  -1.695  -1.805  -4.748  0.20
H  -1.091  -1.878  -3.067  0.16
H  0.792  -2.268  -4.626  0.22
H  0.411  -0.742  -5.479  0.18
H  4.265  -1.652  1.947  0.23
H  4.659  -2.585  4.179  0.22
H  2.886  -2.542  5.887  0.21
H  0.668  -1.567  5.346  0.22
H  -2.014  -0.501  -0.132  0.22
H  -4.996  -0.843  -2.111  0.20
H  -3.312  -0.288  -2.139  0.19
H  -3.820  -1.567  -0.990  0.18
H  -6.568  1.485  -0.201  0.19
H  -6.865  3.129  0.419  0.19
H  -5.416  2.793  -0.562  0.18

The computed energies, referenced to the most stable structure and given in hartree, are (a) 0.0000; (b) 0.0024.

(a)
Formula: C5H9ClN4O2
Source: the OMol25 dataset
Level of theory: ωB97M-V with the def2-TZVPD basis set

Calculated values
SMILES string = CN=C=[N+](C)C(=O)O/C(Cl)=N/[NH3+]
charge = +2
HOMO-LUMO gap = 10.9 eV
LUMO = -7.8 eV
molecular weight = 192.6 g mol⁻¹
HOMO energy = -18.70 eV

Last column: natural (NBO) charge in e.
CARTESIAN COORDINATES (ANGSTROEM)
C  -1.383  -1.381  -0.551  -0.44
N  -0.962  -0.072  -0.884  -0.20
C  -0.604  1.021  -0.658  0.76
N  -0.034  2.181  -0.394  -0.47
C  -0.736  3.466  -0.437  -0.43
C  1.265  2.019  0.146  0.92
O  1.751  2.510  1.109  -0.39
O  1.933  1.069  -0.724  -0.52
C  2.547  -0.075  -0.377  0.54
Cl  4.151  -0.295  -0.958  0.16
N  1.898  -0.862  0.352  -0.35
N  2.694  -1.922  0.964  -0.54
H  -0.403  -1.913  -0.352  0.25
H  -1.888  -1.891  -1.400  0.28
H  -1.969  -1.357  0.355  0.26
H  -1.385  3.551  0.521  0.26
H  0.092  4.290  -0.482  0.28
H  -1.262  3.592  -1.371  0.26
H  2.438  -2.866  0.770  0.45
H  2.548  -1.827  2.014  0.48
H  3.661  -1.841  0.604  0.45

(b)
Formula: C5H9ClN4O2
Source: the OMol25 dataset
Level of theory: ωB97M-V with the def2-TZVPD basis set

Calculated values
SMILES string = C/C(=N/N([NH3+])C(=O)Cl)[N+](C)=C=O
charge = +2
HOMO-LUMO gap = 10.5 eV
LUMO = -8.4 eV
molecular weight = 192.6 g mol⁻¹
HOMO energy = -18.92 eV

Last column: natural (NBO) charge in e.
CARTESIAN COORDINATES (ANGSTROEM)
C  0.813  -0.582  2.239  -0.64
C  0.359  -0.221  0.833  0.47
N  -0.566  0.600  0.646  -0.24
N  -1.132  1.100  -0.489  -0.15
N  -1.817  2.366  -0.238  -0.57
C  -1.378  0.488  -1.698  0.61
O  -0.922  -0.589  -1.981  -0.52
Cl  -2.589  1.202  -2.781  0.08
N  0.936  -1.139  -0.103  -0.49
C  2.321  -0.976  -0.634  -0.38
C  0.238  -2.201  -0.295  1.03
O  -0.350  -3.160  -0.398  -0.23
H  0.574  -1.765  2.249  0.24
H  0.064  -0.073  2.785  0.26
H  1.847  -0.362  2.501  0.28
H  -2.187  2.395  0.873  0.51
H  -2.784  2.482  -0.845  0.50
H  -1.265  3.201  -0.488  0.47
H  3.099  -1.124  0.238  0.27
H  2.509  -1.682  -1.362  0.25
H  2.232  0.041  -1.053  0.24

The computed energies, referenced to the most stable structure and given in hartree, are (a) 0.0000; (b) 0.0615.

(a)
Formula: C14H26Br12Cl6
Source: the OMol25 dataset
Level of theory: ωB97M-V with the def2-TZVPD basis set

Calculated values
SMILES string = ClC(Cl)Cl.ClC(Cl)Cl.BrCCBr.BrCCBr.BrCCBr.BrCCBr.BrCCBr.BrCCBr
HOMO-LUMO gap = 9.9 eV
LUMO = 0.2 eV
molecular weight = 1365.9 g mol⁻¹
HOMO energy = -9.65 eV

Last column: natural (NBO) charge in e.
CARTESIAN COORDINATES (ANGSTROEM)
Cl  0.055  -1.028  5.586  0.03
C  1.448  -0.405  4.718  -0.29
Cl  1.007  1.002  3.779  0.02
Cl  2.236  -1.628  3.693  0.01
H  2.221  -0.159  5.432  0.23
Cl  0.434  0.650  -4.069  0.02
C  1.888  1.638  -4.034  -0.29
Cl  2.658  1.769  -5.611  0.03
Cl  3.014  0.995  -2.825  0.02
H  1.618  2.642  -3.735  0.23
Br  1.966  -6.063  -0.041  -0.03
C  1.998  -4.213  -0.695  -0.43
C  2.838  -4.195  -1.940  -0.45
Br  2.994  -2.364  -2.604  -0.01
H  2.412  -3.664  0.140  0.23
H  0.976  -3.892  -0.868  0.23
H  2.379  -4.776  -2.728  0.22
H  3.840  -4.513  -1.676  0.23
Br  -2.290  -0.052  2.252  -0.01
C  -2.429  1.814  2.798  -0.45
C  -3.499  1.920  3.840  -0.45
Br  -3.766  3.799  4.240  0.00
H  -2.654  2.435  1.937  0.24
H  -1.451  2.047  3.200  0.23
H  -3.166  1.467  4.768  0.23
H  -4.445  1.501  3.524  0.23
Br  -4.314  0.867  -1.860  0.00
C  -3.622  -0.606  -0.837  -0.49
C  -4.698  -1.308  -0.065  -0.43
Br  -4.001  -3.039  0.509  -0.02
H  -2.840  -0.229  -0.182  0.23
H  -3.131  -1.314  -1.501  0.24
H  -5.541  -1.529  -0.711  0.23
H  -4.991  -0.792  0.841  0.23
Br  0.128  -4.458  -6.693  0.01
C  -0.222  -4.183  -4.824  -0.46
C  -0.849  -2.839  -4.645  -0.43
Br  -0.864  -2.384  -2.750  -0.03
H  0.730  -4.212  -4.300  0.22
H  -0.859  -4.974  -4.444  0.23
H  -1.900  -2.837  -4.912  0.23
H  -0.317  -2.063  -5.183  0.23
Br  1.674  -0.714  0.172  -0.01
C  0.126  0.307  -0.396  -0.47
C  0.394  1.767  -0.083  -0.46
Br  -1.130  2.788  -0.709  -0.01
H  -0.742  -0.045  0.151  0.23
H  0.014  0.154  -1.465  0.24
H  1.272  2.098  -0.629  0.23
H  0.552  1.873  0.984  0.23
Br  0.809  4.299  2.362  -0.01
C  2.380  4.694  3.428  -0.45
C  3.305  5.606  2.678  -0.45
Br  4.876  5.906  3.782  0.00
H  2.871  3.738  3.605  0.23
H  2.084  5.030  4.417  0.23
H  2.884  6.567  2.407  0.23
H  3.639  5.109  1.771  0.23

(b)
Formula: C14H26Br12Cl6
Source: the OMol25 dataset
Level of theory: ωB97M-V with the def2-TZVPD basis set

Calculated values
SMILES string = ClC(Cl)Cl.ClC(Cl)Cl.BrCCBr.BrCCBr.BrCCBr.BrCCBr.BrCCBr.BrCCBr
HOMO-LUMO gap = 10.2 eV
LUMO = 0.1 eV
molecular weight = 1365.9 g mol⁻¹
HOMO energy = -10.09 eV

Last column: natural (NBO) charge in e.
CARTESIAN COORDINATES (ANGSTROEM)
Cl  0.762  -3.364  1.146  0.03
C  1.473  -2.915  2.691  -0.28
Cl  0.456  -1.761  3.545  0.01
Cl  3.107  -2.276  2.456  0.02
H  1.557  -3.809  3.293  0.23
Cl  2.867  1.762  -3.559  0.02
C  3.182  2.556  -2.029  -0.30
Cl  1.873  3.636  -1.537  0.02
Cl  4.734  3.372  -2.042  0.03
H  3.238  1.808  -1.247  0.23
Br  1.106  -7.134  -3.018  0.00
C  0.202  -5.650  -2.158  -0.46
C  -0.236  -4.674  -3.222  -0.44
Br  -0.942  -3.063  -2.396  -0.02
H  0.932  -5.184  -1.501  0.23
H  -0.611  -6.032  -1.549  0.23
H  -0.983  -5.050  -3.913  0.23
H  0.630  -4.355  -3.796  0.23
Br  0.889  0.114  -1.009  -0.03
C  -0.706  -0.252  0.038  -0.45
C  -1.167  1.031  0.666  -0.45
Br  -2.817  0.675  1.638  -0.02
H  -0.459  -1.009  0.778  0.23
H  -1.422  -0.719  -0.630  0.23
H  -1.378  1.807  -0.060  0.24
H  -0.432  1.367  1.391  0.23
Br  -2.157  0.547  8.252  0.01
C  -1.388  0.404  6.503  -0.47
C  -2.292  0.937  5.426  -0.46
Br  -2.693  2.814  5.633  0.00
H  -1.207  -0.656  6.327  0.23
H  -0.419  0.895  6.501  0.23
H  -3.228  0.386  5.385  0.23
H  -1.824  0.849  4.448  0.23
Br  -0.718  1.144  -6.231  -0.01
C  -1.324  1.418  -4.402  -0.45
C  -2.594  0.653  -4.219  -0.45
Br  -3.299  0.924  -2.436  -0.01
H  -1.449  2.489  -4.283  0.23
H  -0.544  1.068  -3.735  0.24
H  -2.465  -0.414  -4.379  0.23
H  -3.365  0.973  -4.915  0.23
Br  2.888  -3.087  -2.499  -0.01
C  3.858  -1.960  -1.276  -0.46
C  4.941  -1.209  -2.009  -0.44
Br  5.667  0.150  -0.812  -0.02
H  4.224  -2.567  -0.454  0.23
H  3.168  -1.226  -0.871  0.23
H  4.558  -0.696  -2.885  0.23
H  5.789  -1.834  -2.269  0.23
Br  -4.742  4.780  2.339  -0.01
C  -3.048  4.426  1.442  -0.44
C  -1.925  4.868  2.343  -0.46
Br  -0.236  4.510  1.466  -0.02
H  -3.093  4.977  0.508  0.23
H  -3.014  3.361  1.239  0.23
H  -1.936  4.285  3.260  0.24
H  -1.988  5.914  2.627  0.23

(c)
Formula: C14H26Br12Cl6
Source: the OMol25 dataset
Level of theory: ωB97M-V with the def2-TZVPD basis set

Calculated values
SMILES string = ClC(Cl)Cl.ClC(Cl)Cl.BrCCBr.BrCCBr.BrCCBr.BrCCBr.BrCCBr.BrCCBr
HOMO-LUMO gap = 10.1 eV
LUMO = -0.1 eV
molecular weight = 1365.9 g mol⁻¹
HOMO energy = -10.17 eV

Last column: natural (NBO) charge in e.
CARTESIAN COORDINATES (ANGSTROEM)
Cl  7.894  2.334  5.266  0.01
C  7.641  0.792  4.385  -0.26
Cl  9.211  0.222  3.742  0.01
Cl  6.558  1.039  2.992  0.01
H  7.196  0.021  5.015  0.23
Cl  2.444  -2.750  -0.804  0.04
C  2.066  -1.138  -1.374  -0.28
Cl  0.305  -1.054  -1.514  0.01
Cl  2.833  -0.665  -2.950  0.00
H  2.328  -0.400  -0.616  0.23
Br  0.413  6.782  -4.337  -0.01
C  0.106  5.512  -5.791  -0.44
C  1.371  4.725  -5.961  -0.45
Br  1.165  3.493  -7.484  -0.01
H  -0.159  6.042  -6.706  0.23
H  -0.756  4.895  -5.538  0.23
H  1.636  4.268  -5.007  0.23
H  2.203  5.394  -6.178  0.23
Br  -5.512  3.945  -2.550  -0.03
C  -4.089  3.406  -1.264  -0.42
C  -4.729  3.301  0.187  -0.44
Br  -3.625  2.085  1.276  -0.01
H  -3.240  4.090  -1.268  0.23
H  -3.846  2.374  -1.518  0.22
H  -5.700  2.827  0.044  0.22
H  -4.893  4.306  0.575  0.23
Br  2.357  4.861  0.626  -0.04
C  3.550  6.369  1.224  -0.42
C  3.506  6.506  2.760  -0.41
Br  4.632  8.096  3.261  -0.03
H  3.245  7.307  0.760  0.23
H  4.555  6.189  0.843  0.23
H  3.936  5.666  3.305  0.23
H  2.479  6.640  3.099  0.23
Br  -0.737  -4.620  3.891  -0.03
C  -1.191  -2.998  4.952  -0.43
C  -0.191  -1.848  4.592  -0.44
Br  1.512  -2.343  5.466  -0.02
H  -1.014  -3.143  6.018  0.23
H  -2.244  -2.869  4.703  0.23
H  -0.507  -0.887  4.998  0.23
H  -0.099  -1.725  3.513  0.23
Br  -7.227  -2.006  -4.926  -0.03
C  -7.110  -2.787  -3.099  -0.43
C  -6.257  -1.853  -2.293  -0.45
Br  -5.779  -2.782  -0.651  -0.02
H  -6.741  -3.811  -3.156  0.23
H  -8.109  -2.876  -2.673  0.23
H  -6.904  -1.066  -1.906  0.23
H  -5.345  -1.489  -2.765  0.24
Br  3.372  -10.296  1.843  0.00
C  2.052  -9.484  0.636  -0.46
C  0.708  -10.153  0.652  -0.38
Br  -0.517  -9.280  -0.751  -0.06
H  2.416  -9.500  -0.392  0.23
H  1.902  -8.439  0.907  0.23
H  0.176  -10.026  1.595  0.22
H  0.753  -11.199  0.348  0.22

The computed energies, referenced to the most stable structure and given in hartree, are (a) 0.0132; (b) 0.0000; (c) 0.0834.